# C4H6

An isolated molecule of C4H6 in a non-equilibrium geometry (ωB97M-V/def2-TZVPD, the Open Molecules 2025 dataset).

Structure (XYZ):
```
10
Properties=species:S:1:pos:R:3:forces:R:3
C 0.509 0.776 0.003 -0.246 0.916 0.330
C 0.493 -0.781 -0.015 -1.833 -0.061 2.923
C -1.045 -0.656 0.060 2.802 2.701 -1.529
C -1.048 0.682 -0.055 2.578 -0.488 1.037
H -1.755 -1.369 0.094 -2.431 -2.254 0.202
H 0.803 -1.405 0.888 0.404 1.236 -1.017
H 0.965 1.074 0.998 -0.670 0.417 -1.319
H -1.668 1.540 -0.055 -1.148 0.193 -0.064
H 0.918 1.368 -0.903 -0.091 -1.200 1.583
H 0.987 -1.090 -0.860 0.635 -1.461 -2.146
```
Forces are in eV/Å.

Results
DFT total energy = -4242.76202 eV
structure (SMILES) = C1=CCC1
Kohn-Sham gap = 10.7 eV
max |F| = 4.2 eV Å⁻¹
E_HOMO = -9.43 eV
energy relative to the best compared isomer or geometry (same formula, charge and spin) = 115.7 kJ/mol